(1)
75
Properties=species:S:1:pos:R:3:lowdin_spin:R:1 method="wB97M-V/def2-TZVPD" total_charge=+1 lumo_energy_ev="-2.5 / -4.0" total_energy_ha=-4814.5067 mol_weight_g_mol=828.0 e_homo_ev="-10.717 / -10.924" spin_multiplicity=2 orbital_gap_ev="8.215 / 6.904"
Cu -0.36 -0.19 0.94 0.594
N 1.86 1.15 4.88 0.000
C 0.88 0.06 4.49 0.000
C 0.56 -0.78 5.72 0.000
P -0.55 1.02 3.79 0.002
O -1.58 1.14 5.00 0.003
O 0.05 2.35 3.49 -0.001
O -1.22 0.18 2.72 0.028
P 1.68 -0.98 3.17 0.000
O 3.20 -0.95 3.74 0.000
O 1.12 -2.34 3.22 0.002
O 1.65 -0.18 1.90 -0.002
H 1.62 1.98 4.26 0.000
H 2.83 0.84 4.76 0.000
H 1.72 1.43 5.85 0.000
H 0.08 -0.18 6.49 0.000
H 1.47 -1.24 6.12 0.000
H -0.11 -1.59 5.43 0.000
H -2.31 0.50 4.96 0.000
H 3.57 -1.84 3.85 0.000
I -0.85 -2.81 1.30 0.116
C -2.39 -3.21 -0.06 0.003
C -3.38 -3.99 0.48 0.007
C -4.39 -4.55 -0.33 0.000
C -4.33 -4.37 -1.68 0.003
C -3.32 -3.56 -2.26 0.000
C -3.30 -3.43 -3.67 0.001
C -2.37 -2.65 -4.28 0.001
C -1.47 -1.92 -3.49 0.007
C -1.45 -2.00 -2.12 0.015
P -0.38 -0.71 -1.37 0.095
C -0.94 0.78 -2.23 0.007
C -2.32 0.99 -2.31 0.006
C -2.81 2.19 -2.80 -0.001
C -1.94 3.19 -3.21 0.006
C -0.57 2.99 -3.12 0.000
C -0.07 1.79 -2.62 0.005
C 1.32 -1.05 -1.91 0.010
C 2.19 -1.63 -0.98 0.001
C 3.49 -1.95 -1.35 0.000
C 3.93 -1.68 -2.63 0.001
C 3.08 -1.10 -3.56 0.000
C 1.78 -0.78 -3.20 0.003
C -2.35 -2.90 -1.45 0.000
H -3.39 -4.20 1.54 0.001
H -5.16 -5.16 0.11 0.000
H -5.05 -4.83 -2.34 0.000
H -4.04 -3.97 -4.24 0.000
H -2.34 -2.56 -5.36 0.000
H -0.82 -1.22 -4.00 0.001
H -3.01 0.22 -2.00 0.000
H -3.88 2.34 -2.87 0.000
H -2.33 4.12 -3.60 0.000
H 0.12 3.77 -3.43 0.000
H 1.00 1.67 -2.53 0.000
H 1.86 -1.83 0.02 0.000
H 4.15 -2.41 -0.63 0.000
H 4.95 -1.93 -2.92 0.000
H 3.42 -0.88 -4.56 0.000
H 1.13 -0.32 -3.93 0.000
N 3.96 2.90 0.33 0.000
C 3.03 3.79 -0.10 0.001
O 3.32 4.85 -0.61 0.001
C 1.60 3.42 0.17 0.002
C 0.65 4.42 0.33 -0.003
C -0.66 4.07 0.58 0.003
C -0.99 2.73 0.66 0.004
N -0.08 1.77 0.47 0.075
C 1.19 2.11 0.23 0.003
H 4.92 3.09 0.10 0.000
H 3.72 2.03 0.77 0.000
H 0.96 5.46 0.26 0.000
H -1.43 4.81 0.72 0.001
H -2.00 2.40 0.87 0.001
H 1.87 1.29 0.06 0.000

***

(2)
48
Properties=species:S:1:pos:R:3:lowdin_charge:R:1 method="wB97M-V/def2-TZVPD" total_charge=+3 lumo_energy_ev=-11.9 total_energy_ha=-3845.1604 mol_weight_g_mol=586.7 e_homo_ev=-18.936 orbital_gap_ev=7.071
Hf -9.46 -4.84 -19.79 1.999
Br -11.60 -6.50 -19.37 0.269
C -7.43 -1.04 -16.08 0.053
O -7.88 -2.16 -16.89 0.084
C -7.99 -2.07 -18.15 -0.584
O -8.40 -3.06 -18.80 -0.092
O -7.68 -0.93 -18.64 0.080
C -7.56 -0.78 -20.07 0.034
H -8.17 -0.25 -16.00 0.119
H -6.52 -0.59 -16.46 0.118
H -7.24 -1.45 -15.10 0.115
H -7.27 0.25 -20.29 0.122
H -8.51 -0.97 -20.57 0.100
H -6.77 -1.41 -20.48 0.114
C -5.93 -8.56 -21.92 0.038
O -6.84 -7.51 -21.53 0.076
C -8.03 -7.77 -21.15 -0.585
O -8.76 -6.84 -20.72 -0.132
O -8.38 -9.00 -21.22 0.078
C -9.73 -9.42 -20.93 0.044
H -5.79 -9.29 -21.12 0.118
H -4.97 -8.10 -22.14 0.114
H -6.26 -9.15 -22.77 0.117
H -10.48 -8.73 -21.31 0.071
H -9.82 -9.47 -19.85 0.110
H -9.92 -10.39 -21.39 0.119
C -9.82 -3.64 -24.29 0.031
O -10.66 -4.80 -24.15 0.071
C -10.69 -5.46 -23.04 -0.603
O -10.30 -5.03 -21.94 -0.114
O -11.21 -6.62 -23.13 0.062
C -11.77 -7.12 -24.37 0.055
H -10.18 -2.84 -23.63 0.104
H -9.87 -3.25 -25.29 0.120
H -8.79 -3.85 -24.02 0.107
H -11.17 -6.95 -25.26 0.116
H -12.77 -6.70 -24.48 0.122
H -11.86 -8.19 -24.26 0.111
C -10.52 -4.88 -15.51 0.039
C -11.00 -4.15 -16.70 -0.409
O -10.44 -4.28 -17.81 -0.255
C -12.05 -3.12 -16.53 0.042
H -11.32 -5.55 -15.15 0.132
H -10.24 -4.20 -14.71 0.122
H -9.68 -5.51 -15.79 0.100
H -12.19 -2.86 -15.49 0.109
H -12.97 -3.41 -17.05 0.124
H -11.72 -2.20 -17.03 0.110